1.
Entry from OMol25: a 2-piece molecular cluster, C3H8NO3S overall in a non-equilibrium geometry (wB97M-V/def2-TZVPD).

For the orbital gap, the calculation gives 11.734 eV. The calculation puts the HOMO energy at -14.57 eV. Its lowest unoccupied orbital energy is -2.83 eV. The net charge is +1.

Last column: natural (NBO) charge in e.
Cartesian coordinates (Å):
C 0.92 1.59 0.60  -0.799
C 1.16 -0.89 -1.07  -0.854
C -4.31 0.81 0.08  0.117
N -3.66 -0.03 0.46  0.186
O -1.10 0.48 -0.93  -0.884
O -2.92 -0.86 0.95  -0.472
O -0.43 -0.74 1.08  -0.879
S 0.05 0.09 -0.14  2.070
H 1.97 1.52 0.37  0.261
H 0.79 1.40 1.73  0.283
H 0.30 2.44 0.20  0.289
H 0.55 -1.29 -1.86  0.296
H 1.49 -1.68 -0.37  0.290
H 1.97 -0.30 -1.37  0.271
H -1.48 -0.59 1.22  0.538
H -5.19 1.36 -0.29  0.287



2.
Entry from OMol25: one molecule with the formula C19H29ClN2O2 (wB97M-V/def2-TZVPD).

For the orbital gap, the calculation gives 8.730 eV. As for the SMILES: CCCCN1CCC(CCC(=O)c2cc(Cl)c(N)cc2OC)CC1. The calculation puts the HOMO energy at -8.20 eV. Its lowest unoccupied orbital energy is 0.53 eV.

Last column: natural (NBO) charge in e.
Cartesian coordinates (Å):
C 6.47 -0.15 -1.26  -0.607
C 5.50 0.93 -0.81  -0.401
C 4.37 1.17 -1.81  -0.399
C 3.40 -0.02 -1.89  -0.211
N 2.90 -0.39 -0.58  -0.460
C 1.83 0.48 -0.13  -0.225
C 1.50 0.18 1.33  -0.398
C 1.08 -1.27 1.54  -0.210
C -0.30 -1.62 0.97  -0.400
C -1.43 -0.73 1.49  -0.507
C -2.77 -1.38 1.21  0.603
O -2.95 -2.56 1.43  -0.561
C -3.84 -0.56 0.59  -0.279
C -4.74 -1.27 -0.21  -0.119
C -5.75 -0.63 -0.89  -0.132
Cl -6.83 -1.54 -1.90  -0.014
C -5.91 0.76 -0.80  0.210
N -6.85 1.41 -1.54  -0.788
C -5.04 1.46 0.04  -0.391
C -4.01 0.83 0.73  0.441
O -3.18 1.49 1.57  -0.509
C -3.36 2.87 1.78  -0.254
C 2.16 -2.16 0.93  -0.399
C 2.48 -1.78 -0.51  -0.212
H 7.30 -0.23 -0.55  0.209
H 5.98 -1.12 -1.30  0.199
H 6.88 0.07 -2.24  0.197
H 5.06 0.65 0.15  0.215
H 6.05 1.87 -0.67  0.195
H 4.78 1.35 -2.80  0.201
H 3.82 2.07 -1.52  0.197
H 2.58 0.23 -2.59  0.169
H 3.94 -0.88 -2.30  0.195
H 0.93 0.37 -0.76  0.158
H 2.17 1.51 -0.21  0.201
H 2.39 0.37 1.92  0.208
H 0.72 0.86 1.67  0.203
H 1.04 -1.47 2.62  0.204
H -0.53 -2.65 1.23  0.229
H -0.29 -1.55 -0.12  0.196
H -1.34 -0.63 2.58  0.229
H -1.39 0.26 1.05  0.221
H -4.62 -2.34 -0.28  0.250
H -7.10 2.35 -1.28  0.390
H -7.56 0.84 -1.97  0.404
H -5.19 2.52 0.13  0.215
H -2.59 3.15 2.50  0.205
H -3.22 3.44 0.86  0.178
H -4.34 3.09 2.20  0.180
H 3.08 -2.05 1.51  0.207
H 1.85 -3.21 0.96  0.209
H 1.60 -1.97 -1.16  0.158
H 3.30 -2.40 -0.88  0.200



3.
Entry from OMol25: C38H67BIrN3O4P3 as an isolated structure in a non-equilibrium geometry (wB97M-V/def2-TZVPD).

As for the multiplicity: 2. For the orbital gap (alpha / beta), the calculation gives 7.709 / 6.606 eV. The calculation puts the HOMO energy (alpha / beta) at -7.15 / -7.39 eV. Its lowest unoccupied orbital energy (alpha / beta) is 0.56 / -0.78 eV.

Last column: Mulliken spin population.
Cartesian coordinates (Å):
Ir -0.31 -0.52 -0.31  0.149
C 4.90 0.31 -1.88  -0.001
C 3.54 -0.38 -1.98  0.014
C 2.86 0.10 -3.27  0.004
C 3.73 -1.91 -2.05  -0.008
P 2.31 0.02 -0.62  -0.002
C 2.27 1.88 -0.73  -0.002
N 0.92 2.24 -1.08  0.004
B -0.22 1.43 -0.75  0.021
N -1.34 2.18 -1.20  0.003
C -2.66 1.64 -1.04  -0.005
P -2.49 -0.20 -1.25  0.013
C -2.70 -0.40 -3.09  -0.007
C -1.58 0.43 -3.74  0.002
C -2.51 -1.88 -3.47  0.002
C -4.05 0.07 -3.63  0.002
C -3.99 -0.83 -0.32  -0.005
C -4.13 -2.33 -0.60  0.003
C -3.69 -0.65 1.16  0.010
C -5.29 -0.09 -0.66  -0.002
C -0.91 3.33 -1.86  0.000
C -1.61 4.32 -2.53  0.000
C -0.88 5.33 -3.15  0.000
C 0.51 5.36 -3.08  0.000
C 1.22 4.38 -2.39  -0.001
C 0.50 3.36 -1.79  0.003
C 3.07 -0.35 1.06  0.018
C 2.46 0.61 2.07  -0.002
C 4.59 -0.25 1.16  0.004
C 2.64 -1.79 1.41  -0.004
H 5.35 0.31 -2.88  0.000
H 5.58 -0.21 -1.22  0.000
H 4.83 1.35 -1.56  0.000
H 3.42 -0.28 -4.13  0.001
H 2.83 1.19 -3.34  -0.001
H 1.84 -0.27 -3.35  -0.002
H 4.36 -2.15 -2.90  0.002
H 2.78 -2.43 -2.16  0.004
H 4.22 -2.29 -1.15  -0.005
H 2.97 2.26 -1.48  0.001
H 2.57 2.28 0.24  -0.001
H -3.37 2.09 -1.74  0.000
H -3.04 1.81 -0.03  -0.004
H -0.61 0.23 -3.29  -0.007
H -1.77 1.51 -3.66  -0.001
H -1.54 0.18 -4.81  0.000
H -1.65 -2.31 -2.99  -0.002
H -2.37 -1.96 -4.55  0.000
H -3.38 -2.47 -3.20  0.000
H -4.37 1.03 -3.20  0.000
H -4.83 -0.66 -3.45  0.000
H -3.96 0.21 -4.71  -0.001
H -3.17 -2.85 -0.52  -0.004
H -4.55 -2.53 -1.59  0.000
H -4.81 -2.77 0.14  0.000
H -2.72 -1.03 1.44  -0.008
H -4.43 -1.21 1.74  0.000
H -3.75 0.39 1.48  -0.001
H -5.65 -0.31 -1.66  0.000
H -5.18 0.99 -0.56  0.000
H -6.05 -0.41 0.05  0.000
H -2.69 4.31 -2.57  0.000
H -1.40 6.11 -3.69  0.000
H 1.05 6.16 -3.57  0.000
H 2.30 4.42 -2.32  0.000
H 2.97 1.58 2.07  0.000
H 2.55 0.19 3.07  0.000
H 1.40 0.78 1.90  0.001
H 4.97 0.71 0.81  0.000
H 5.09 -1.05 0.60  0.000
H 4.88 -0.36 2.21  -0.001
H 1.56 -1.85 1.57  0.001
H 3.14 -2.09 2.34  0.000
H 2.90 -2.51 0.63  0.001
N -0.03 -2.07 -1.22  0.516
C 0.41 -2.89 -2.20  -0.061
C 0.68 -4.23 -1.83  0.183
C 1.18 -5.13 -2.76  -0.102
C 1.42 -4.73 -4.07  0.190
C 1.14 -3.42 -4.46  -0.104
C 0.64 -2.52 -3.54  0.164
H 0.50 -4.52 -0.81  0.004
H 1.39 -6.14 -2.46  -0.002
H 1.82 -5.44 -4.79  0.012
H 1.31 -3.11 -5.48  -0.002
H 0.40 -1.51 -3.83  0.035
C 0.95 -3.16 4.71  0.000
C 0.52 -1.71 4.91  -0.001
C 1.67 -0.89 5.47  0.000
C -0.69 -1.64 5.83  0.000
O 0.22 -1.23 3.56  -0.002
P -0.86 -0.12 3.16  0.000
O -2.21 -0.42 3.65  0.000
O -0.69 0.07 1.66  -0.017
O -0.23 1.17 3.86  0.000
C -0.70 2.54 3.68  0.000
C 0.26 3.23 2.72  0.000
C -2.12 2.61 3.14  0.000
C -0.64 3.17 5.06  0.000
H 1.33 -3.57 5.64  0.000
H 1.73 -3.22 3.95  0.000
H 0.10 -3.76 4.37  0.000
H 1.96 -1.27 6.45  0.000
H 1.38 0.16 5.57  0.000
H 2.53 -0.94 4.81  0.000
H -0.42 -2.05 6.80  0.000
H -1.53 -2.19 5.42  0.000
H -1.02 -0.61 5.96  0.000
H 0.21 2.75 1.74  -0.001
H 1.28 3.16 3.09  0.000
H -0.01 4.28 2.61  0.000
H -2.18 2.14 2.15  0.000
H -2.41 3.65 3.04  0.000
H -2.82 2.09 3.79  0.000
H 0.36 3.06 5.48  0.000
H -1.35 2.67 5.73  0.000
H -0.88 4.23 5.01  0.000



The records above yield DFT total energy values of -21697.3146, -39771.6518, -84542.1277 eV, respectively.
The records above yield energy above the lowest of the compared OMol25 structures with the same formula, charge and spin values of 3.754, 0.127, 0.000 eV, respectively.